Entry from OMol25: a 3-piece molecular cluster, CHN3O4 overall (the ωB97M-V functional and the def2-TZVPD basis).

Properties
- 2S+1: 1
- Highest occupied orbital energy (spin up / spin down): -9.270 / -9.221 eV
- E_tot: -13706.11685 eV
- Energy relative to the best compared isomer or geometry (same formula, charge and spin): 0.702 eV
- E_LUMO (spin up / spin down): -1.23 / -1.39 eV
- Gap between HOMO and LUMO (spin up / spin down): 0.2955 / 0.2876 hartree

Geometry as XYZ:
```
9
Properties=species:S:1:pos:R:3:forces:R:3
O 1.2907 -0.5468 -1.4753 1.1216 -0.2340 2.2181
N 1.3653 -0.6778 -0.3425 1.6864 0.0420 -1.8635
N -0.6226 -0.4704 -1.5444 2.2619 -0.1521 1.3225
O -0.2278 2.1367 0.9220 -0.1326 1.1551 -1.6045
N 0.0226 0.1988 2.1035 0.4671 -3.6212 3.5690
O -1.1989 -0.3837 -2.5419 -2.6893 0.1741 -1.5948
C -0.0875 1.0815 1.3683 -0.5793 4.2294 -1.1501
H 0.2350 -0.7245 1.8814 0.2358 -1.4671 -0.1468
O -0.7768 -0.6138 -0.3712 -2.3717 -0.1263 -0.7499
```
Positions in Å, forces in eV/Å.